Record 1
The following is a quantum chemistry calculation of a 2-piece molecular cluster, C6H15N overall, from the OMol25 dataset.

The geometry in ORCA input format:
```
! RIJCOSX wB97M-V def2-TZVPD def2/J DEFGRID3
* xyz -1 2
C 0.833 -0.528 -1.015
C 2.053 0.262 -0.885
C 3.029 0.140 0.346
C 0.785 1.281 -0.619
N -1.611 -0.264 0.196
C -2.905 -0.532 -0.378
C -1.755 -0.433 1.622
H 0.390 -0.824 -1.989
H 0.423 -1.288 -0.345
H -0.285 1.082 -0.709
H 2.755 0.355 -1.809
H 3.691 -0.742 0.261
H 2.548 0.135 1.344
H 3.884 0.838 0.504
H 0.849 1.604 0.520
H 1.018 2.052 -1.398
H -3.411 -1.487 -0.095
H -3.764 0.260 -0.082
H -2.953 -0.486 -1.475
H -2.188 -1.425 1.861
H -0.804 -0.374 2.094
H -2.581 0.373 2.049
*
```

Output
**Highest occupied orbital energy (spin up / spin down)**: -0.969 / -1.464 eV
**HOMO-LUMO gap (spin up / spin down)**: 0.1789 / 0.1932 Ha
**<S²>**: 0.76
**LUMO (spin up / spin down)**: 3.90 / 3.79 eV

***

Record 2
The following is a quantum chemistry calculation of one molecule with the formula C8H8F3NO3, from the OMol25 dataset.

The geometry in ORCA input format:
```
! RIJCOSX wB97M-V def2-TZVPD def2/J DEFGRID3
* xyz 0 1
O 1.617 2.405 1.062
N 1.176 1.825 0.080
O 0.877 2.414 -0.944
C 0.656 0.272 0.165
C 1.952 -0.439 0.376
F 2.904 -0.042 -0.511
F 2.486 -0.191 1.600
C 1.773 -1.949 0.214
F 1.463 -2.374 -1.024
C 0.065 0.019 -1.162
C -1.252 -0.086 -1.397
C -2.235 0.203 -0.323
O -3.168 1.311 -0.564
C -1.651 0.319 1.055
C -0.377 0.216 1.287
H 2.710 -2.365 0.561
H 0.957 -2.220 0.944
H 0.742 -0.049 -1.974
H -1.580 -0.029 -2.389
H -2.807 -0.644 -0.227
H -3.955 1.032 -0.968
H -2.368 0.299 1.872
H 0.019 0.071 2.268
*
```

Output
**Highest occupied orbital energy**: -10.123 eV
**HOMO-LUMO gap**: 0.3726 Ha
**LUMO**: 0.02 eV
**Structure (SMILES)**: O=[N+]([O-])[C@]1(C(F)(F)CF)C=C[C@H](O)C=C1

***

Record 3
The following is a quantum chemistry calculation of C48H51N15SeZn as an isolated structure, from the OMol25 dataset.

The geometry in ORCA input format:
```
! RIJCOSX wB97M-V def2-TZVPD def2/J DEFGRID3
* xyz -2 1
Zn 11.933 11.277 14.740
N 10.922 8.057 14.395
C 11.028 8.546 15.681
N 10.716 7.839 16.782
N 11.047 8.668 17.785
N 11.526 9.768 17.351
N 11.493 9.753 16.015
C 10.982 8.847 13.217
N 10.764 8.350 12.008
N 11.013 9.397 11.181
N 11.320 10.427 11.833
N 11.334 10.169 13.181
H 10.453 7.139 14.333
C 9.816 16.591 18.549
C 10.340 15.445 19.359
C 10.663 15.674 20.713
C 11.178 14.651 21.479
C 11.489 13.398 20.898
C 11.234 13.168 19.583
C 10.662 14.213 18.773
N 10.434 13.985 17.399
C 11.359 13.397 16.540
N 12.672 13.511 16.924
C 13.777 12.665 16.538
C 13.741 11.717 15.522
C 14.832 10.892 15.363
C 15.888 10.853 16.272
C 15.953 11.811 17.283
C 14.936 12.763 17.368
C 15.081 13.934 18.343
N 10.979 12.907 15.363
C 9.675 13.189 14.885
C 8.794 12.178 14.516
C 7.468 12.421 14.209
C 6.984 13.714 14.218
C 7.853 14.764 14.461
C 9.217 14.532 14.734
C 10.139 15.763 14.811
H 9.201 17.211 19.200
H 9.213 16.235 17.684
H 10.638 17.183 18.121
H 10.439 16.626 21.201
H 11.334 14.844 22.548
H 11.896 12.643 21.577
H 11.405 12.235 19.048
H 9.467 14.055 17.026
H 12.857 14.052 17.742
H 14.871 10.275 14.510
H 16.720 10.175 16.088
H 16.768 11.775 18.006
H 16.153 14.032 18.585
H 14.564 13.789 19.305
H 14.722 14.852 17.876
H 9.115 11.151 14.490
H 6.769 11.644 14.000
H 5.918 13.905 13.999
H 7.533 15.810 14.471
H 9.785 16.478 15.585
H 10.097 16.314 13.854
H 11.204 15.508 15.002
C 13.758 6.724 12.049
C 14.397 7.862 11.330
C 14.776 7.818 9.964
C 15.351 8.948 9.362
C 15.750 8.925 7.906
C 15.575 10.094 10.109
C 15.181 10.227 11.505
C 14.604 9.028 12.059
N 15.251 11.310 12.261
C 16.024 12.501 11.934
C 15.997 13.344 13.182
C 16.585 14.799 12.975
C 18.093 14.604 12.692
C 18.260 13.660 11.472
C 17.614 14.356 10.239
C 16.082 14.548 10.495
C 15.911 15.479 11.770
C 15.368 13.216 10.743
C 17.550 12.296 11.697
H 14.199 5.768 11.722
H 12.662 6.686 11.853
H 13.949 6.869 13.099
H 14.619 6.901 9.373
H 15.277 7.998 7.540
H 16.840 8.855 7.725
H 15.366 9.782 7.334
H 16.173 10.892 9.700
H 14.336 9.037 13.119
H 16.567 12.868 13.979
H 14.987 13.481 13.541
H 16.385 15.379 13.874
H 18.564 14.168 13.571
H 18.536 15.565 12.452
H 19.319 13.449 11.336
H 17.791 13.719 9.372
H 18.089 15.328 10.057
H 15.692 15.031 9.613
H 14.867 15.641 12.018
H 16.354 16.476 11.599
H 15.378 12.609 9.850
H 14.336 13.422 10.926
H 17.974 11.811 12.574
H 17.739 11.674 10.814
Se 11.748 14.921 12.248
N 10.728 13.430 11.729
C 9.905 13.886 10.800
C 8.989 12.971 10.131
C 8.046 13.592 9.366
C 8.058 14.987 9.054
C 9.004 15.866 9.488
C 9.957 15.353 10.455
N 10.870 16.086 11.084
H 9.011 11.895 10.389
H 7.219 12.988 8.956
H 7.224 15.305 8.415
H 9.029 16.904 9.190
*
```

Output
**Highest occupied orbital energy**: -0.191 eV
**HOMO-LUMO gap**: 0.1225 Ha
**LUMO**: 3.14 eV

***

Record 4
The following is a quantum chemistry calculation of a 2-piece molecular cluster, C9H12N3O overall, from the OMol25 dataset.

The geometry in ORCA input format:
```
! RIJCOSX wB97M-V def2-TZVPD def2/J DEFGRID3
* xyz 1 3
C -0.120 -3.040 -1.096
C -1.259 -2.332 -1.233
C 1.099 -2.389 -0.669
C -1.328 -0.819 -1.081
C 1.462 0.871 0.735
C 1.110 -1.103 -0.206
C -0.139 -0.271 -0.339
C 2.176 -0.286 0.423
C -1.215 2.759 0.330
N 0.193 0.878 0.262
N 3.487 -0.631 0.715
N -1.706 2.688 1.553
O -1.948 2.293 -0.631
H -0.074 -4.024 -1.269
H -2.299 -2.672 -1.540
H 1.885 -3.152 -0.695
H -1.321 -0.421 -2.017
H 1.803 1.646 1.293
H -0.409 3.339 0.146
H 3.821 -0.258 1.610
H 3.757 -1.468 0.325
H -2.587 2.195 1.636
H -2.173 -0.577 -0.448
H -1.222 3.177 2.313
H -1.851 2.917 -1.381
*
```

Output
**Highest occupied orbital energy (spin up / spin down)**: -9.031 / -11.431 eV
**HOMO-LUMO gap (spin up / spin down)**: 0.2163 / 0.2391 Ha
**<S²>**: 2.05
**LUMO (spin up / spin down)**: -3.14 / -4.92 eV

***

Record 5
The following is a quantum chemistry calculation of C12H38AgF3O16PV as an isolated structure, from the OMol25 dataset.

The geometry in ORCA input format:
```
! RIJCOSX wB97M-V def2-TZVPD def2/J DEFGRID3
* xyz -2 3
O -3.133 2.884 0.467
V -2.031 2.356 1.559
O -0.594 2.950 1.005
Ag -3.388 -0.316 3.417
C -0.957 -0.249 0.475
O -1.505 0.725 -0.468
O -1.743 -0.078 1.671
C -0.840 -1.725 -0.073
F -0.239 -2.616 0.721
F -2.110 -2.161 -0.412
F -0.024 -1.746 -1.179
C -0.705 1.036 -1.631
C -1.519 2.101 -2.516
H -1.055 2.267 -3.489
H -2.532 1.728 -2.665
H -1.669 3.075 -2.050
H -0.596 0.221 -2.347
H 0.317 1.374 -1.460
H 0.058 0.135 0.572
P -2.769 2.383 4.244
O -3.454 2.899 5.518
O -3.617 1.790 3.063
O -2.366 1.016 4.740
O -1.644 3.138 3.501
C 1.544 1.741 3.425
O 0.828 1.860 4.686
H 0.826 1.168 2.838
H 1.741 2.723 2.996
H 2.469 1.165 3.388
H -0.008 2.251 4.421
C -0.589 -5.510 0.889
O -1.306 -6.771 0.936
H 0.320 -5.750 0.337
H -1.073 -4.723 0.311
H -0.277 -5.322 1.916
H -1.842 -6.863 0.144
C 2.078 -2.824 -3.603
O 2.758 -2.678 -4.824
H 2.037 -3.862 -3.273
H 2.613 -2.296 -2.813
H 1.050 -2.521 -3.799
H 2.473 -1.856 -5.230
C -0.834 -2.397 4.044
O -2.116 -1.905 4.407
H -0.178 -1.665 3.573
H -0.347 -2.794 4.935
H -1.002 -3.218 3.347
H -2.534 -2.594 4.929
C -2.768 5.861 -2.007
O -2.894 7.232 -2.327
H -2.075 5.766 -1.172
H -3.666 5.256 -1.881
H -2.258 5.402 -2.854
H -3.606 7.254 -2.970
C 2.508 -3.949 2.622
O 1.750 -4.041 3.771
H 2.332 -3.001 2.112
H 3.561 -4.138 2.832
H 2.202 -4.811 2.030
H 2.109 -3.433 4.421
C 1.451 1.503 -5.359
O 2.005 0.214 -5.132
H 1.996 2.225 -4.751
H 1.553 1.811 -6.400
H 0.433 1.665 -5.004
H 2.433 0.222 -4.273
C 3.615 2.096 -2.288
O 3.607 0.668 -2.605
H 2.558 2.353 -2.217
H 4.193 2.414 -1.420
H 3.942 2.565 -3.216
H 4.500 0.319 -2.551
*
```

Output
**Highest occupied orbital energy (spin up / spin down)**: 0.435 / -1.272 eV
**HOMO-LUMO gap (spin up / spin down)**: 0.1209 / 0.1836 Ha
**<S²>**: 2.02
**LUMO (spin up / spin down)**: 3.73 / 3.73 eV

***

Record 6
The following is a quantum chemistry calculation of a 3-piece molecular cluster, C17H37N2O3 overall, from the OMol25 dataset.

The geometry in ORCA input format:
```
! RIJCOSX wB97M-V def2-TZVPD def2/J DEFGRID3
* xyz 1 1
N -5.734 -1.057 1.536
C -5.328 0.328 1.286
C -4.904 0.572 -0.178
C -3.535 1.238 -0.368
C -2.846 0.835 -1.675
C -1.572 1.649 -1.951
C -0.309 1.050 -1.317
C 0.630 2.046 -0.664
O 1.716 1.396 -0.048
C 2.521 0.652 -0.934
C 1.744 -0.309 -1.832
N 0.506 0.342 -2.375
H -6.734 -1.140 1.654
H -5.315 -1.410 2.384
H -4.492 0.578 1.948
H -6.140 1.015 1.547
H -4.909 -0.403 -0.683
H -5.660 1.185 -0.676
H -2.890 0.988 0.489
H -3.634 2.330 -0.374
H -3.551 0.948 -2.506
H -2.591 -0.236 -1.634
H -1.428 1.735 -3.035
H -1.689 2.673 -1.582
H -0.578 0.279 -0.588
H 0.102 2.592 0.119
H 0.978 2.780 -1.413
H 3.157 1.310 -1.541
H 3.183 0.049 -0.309
H 1.441 -1.229 -1.330
H 2.364 -0.582 -2.689
H -0.063 -0.339 -2.880
H 0.787 1.059 -3.049
C 6.627 1.001 2.748
C 5.328 1.672 2.302
C 5.687 2.095 0.883
O 6.594 1.113 0.390
C 7.061 0.296 1.469
H 6.500 0.312 3.582
H 7.361 1.755 3.037
H 4.510 0.946 2.294
H 5.030 2.512 2.927
H 6.165 3.080 0.874
H 4.827 2.131 0.208
H 6.606 -0.698 1.392
H 8.141 0.188 1.378
C -2.830 -3.642 0.275
C -2.136 -2.494 1.008
C -0.764 -2.521 0.354
O -0.961 -2.937 -0.997
C -2.292 -3.470 -1.139
H -3.915 -3.575 0.312
H -2.519 -4.602 0.690
H -2.652 -1.555 0.792
H -2.085 -2.618 2.089
H -0.090 -3.212 0.869
H -0.286 -1.537 0.336
H -2.905 -2.761 -1.707
H -2.230 -4.402 -1.699
*
```

Output
**Highest occupied orbital energy**: -11.489 eV
**HOMO-LUMO gap**: 0.3207 Ha
**LUMO**: -2.76 eV